{
  "formula": "C16H22N2O4",
  "method": "ωB97M-V with the def2-TZVPD basis set",
  "species": ["O", "C", "N", "C", "C", "C", "N", "C", "C", "O", "C", "C", "C", "C", "O", "C", "C", "C", "C", "C", "C", "O", "H", "H", "H", "H", "H", "H", "H", "H", "H", "H", "H", "H", "H", "H", "H", "H", "H", "H", "H", "H", "H", "H"],
  "positions_angstrom": [[-0.80547, -3.83112, 0.62574], [-0.68805, -2.66609, 0.30118], [0.36664, -2.13809, -0.32527], [1.60810, -2.84782, -0.52045], [2.75374, -2.16307, 0.22721], [3.06255, -0.76636, -0.32616], [1.91768, 0.12482, -0.19334], [1.75281, 0.71125, 1.13058], [2.66700, 1.92178, 1.35826], [2.49122, 2.89786, 0.35315], [2.73955, 2.35403, -0.92538], [1.80900, 1.16744, -1.20175], [-1.83519, -1.67212, 0.53385], [-3.01780, -2.04480, -0.36638], [-4.12018, -1.20577, -0.11634], [-3.78637, 0.11944, -0.02488], [-4.80355, 1.06369, -0.09469], [-4.51044, 2.41197, -0.03510], [-3.19540, 2.83148, 0.08470], [-2.17826, 1.90107, 0.17568], [-2.46389, 0.54224, 0.13442], [-1.42141, -0.34745, 0.26288], [0.44652, -1.12652, -0.41414], [1.83434, -2.88357, -1.59191], [1.46427, -3.86799, -0.15562], [2.49565, -2.09999, 1.28499], [3.65186, -2.77585, 0.13671], [3.96145, -0.37852, 0.17648], [3.29354, -0.85959, -1.39055], [1.94620, -0.04567, 1.89073], [0.70953, 1.02843, 1.21660], [2.42678, 2.41190, 2.30287], [3.72152, 1.60273, 1.38218], [2.56304, 3.16074, -1.63848], [3.79144, 2.03356, -0.99822], [2.01741, 0.74588, -2.18668], [0.77378, 1.52433, -1.18645], [-2.15947, -1.75627, 1.58256], [-3.34008, -3.06722, -0.16753], [-2.70377, -1.95285, -1.41601], [-5.81674, 0.71063, -0.20083], [-5.30862, 3.13570, -0.09091], [-2.95966, 3.88372, 0.11820], [-1.15125, 2.21203, 0.28812]],
  "total_energy_ev": -28118.890,
  "e_above_lowest_kj_mol": 197.4,
  "spin_multiplicity": 1,
  "fmax_ha_per_bohr": 0.01467
}


{
  "formula": "C36H32LuN6O9S3",
  "method": "ωB97M-V with the def2-TZVPD basis set",
  "species": ["Lu", "C", "C", "N", "N", "C", "S", "S", "C", "C", "C", "C", "C", "C", "C", "C", "C", "C", "C", "C", "C", "O", "H", "H", "H", "H", "H", "H", "H", "H", "H", "H", "H", "H", "H", "H", "O", "C", "C", "C", "C", "C", "C", "C", "C", "N", "H", "H", "H", "H", "H", "H", "H", "H", "H", "H", "H", "O", "C", "O", "C", "C", "N", "N", "C", "C", "O", "O", "H", "H", "H", "O", "C", "N", "S", "O", "O", "C", "C", "C", "C", "C", "C", "H", "H", "H", "H"],
  "positions_angstrom": [[-0.82428, 0.02548, 0.45772], [3.58001, -0.75685, -1.56414], [2.17215, -1.03419, -1.09726], [1.38169, -0.05083, -0.83133], [1.94174, 1.16989, -1.23313], [1.65992, 2.21472, -0.52433], [0.80547, 2.29182, 0.95697], [2.36800, 3.74201, -1.19199], [4.14144, 3.32755, -1.00612], [4.68408, 3.59829, 0.37253], [4.53043, 2.66210, 1.39368], [4.97449, 2.93737, 2.67931], [5.59502, 4.14779, 2.96239], [5.76260, 5.08438, 1.95011], [5.30536, 4.81067, 0.66737], [1.75127, -2.43964, -0.95792], [2.33469, -3.40516, -1.78588], [2.01096, -4.74605, -1.69645], [1.10171, -5.14488, -0.71643], [0.51947, -4.21510, 0.12096], [0.79048, -2.83226, 0.00823], [0.20896, -1.96793, 0.78685], [4.02678, -0.00224, -0.92015], [3.57640, -0.33978, -2.57461], [4.19008, -1.65554, -1.53222], [4.64784, 3.94006, -1.75322], [4.23162, 2.28027, -1.28703], [4.03363, 1.72100, 1.18135], [4.82695, 2.20738, 3.46718], [5.94268, 4.36142, 3.96555], [6.24577, 6.03173, 2.16068], [5.41964, 5.55116, -0.11928], [3.03942, -3.08464, -2.54616], [2.46622, -5.46901, -2.36256], [0.84450, -6.19400, -0.60701], [-0.17754, -4.54028, 0.88521], [-2.41018, -1.42420, 1.93851], [-2.38235, -2.85400, 2.02358], [-3.33871, -3.53974, 1.04821], [-3.54103, -2.77873, -0.26669], [-2.43338, -2.83965, -1.29080], [-2.31775, -3.94312, -2.12166], [-1.41690, -3.92015, -3.17224], [-0.68853, -2.76799, -3.39361], [-0.83695, -1.71312, -2.51045], [-1.66436, -1.74857, -1.45595], [-3.31114, -1.10360, 2.04139], [-2.61021, -3.16849, 3.04358], [-1.35644, -3.10380, 1.80905], [-4.32248, -3.64130, 1.51567], [-2.96003, -4.54830, 0.85857], [-3.70886, -1.72858, -0.06013], [-4.44591, -3.16466, -0.74071], [-2.94837, -4.80846, -1.95003], [-1.30771, -4.77744, -3.82527], [0.00035, -2.68142, -4.22449], [-0.29087, -0.79184, -2.66360], [-1.65223, 2.19697, 6.25767], [-0.68560, 1.30620, 6.30286], [-0.11941, 1.00410, 7.33256], [-0.29113, 0.66316, 5.01871], [0.74510, -0.23387, 4.91470], [0.81678, -0.59821, 3.62322], [-0.10044, 0.00556, 2.88190], [-0.79107, 0.77674, 3.69607], [-1.91904, 1.56196, 3.07838], [-2.56584, 2.33484, 3.80516], [-2.12053, 1.33338, 1.85285], [-2.02373, 2.31249, 5.31897], [1.41053, -0.61623, 5.67476], [1.44890, -1.23975, 3.17560], [-3.22649, 0.33846, -0.40884], [-2.75210, 1.07840, -1.27223], [-1.42548, 1.29831, -1.37735], [-1.07260, 2.23469, -2.68009], [-0.37795, 1.45291, -3.66672], [-0.54287, 3.51082, -2.30835], [-2.76243, 2.45478, -3.18381], [-3.28131, 3.18824, -4.23120], [-4.66328, 3.20111, -4.37665], [-5.48699, 2.49531, -3.49750], [-4.94363, 1.76286, -2.45062], [-3.56897, 1.76451, -2.30960], [-2.63515, 3.73258, -4.91075], [-5.10840, 3.76854, -5.18405], [-6.56202, 2.52400, -3.63343], [-5.56047, 1.20765, -1.75398]],
  "total_energy_ev": -131355.262,
  "e_above_lowest_kj_mol": 0.0,
  "spin_multiplicity": 1,
  "charge": -1,
  "fmax_ha_per_bohr": 0.02243
}